71
Properties=species:S:1:pos:R:3 method="wB97M-V/def2-TZVPD" de_lowest_kcal_mol=9.1 s2=2.014 orbital_gap_ev="6.5 / 6.8" largest_force_ev_per_a=5.77 multiplicity=3 energy_ev=-96668.4398 molar_mass_g_mol=562.26
Ni -0.48 -1.87 0.14
C -0.83 2.68 5.11
C -1.20 1.91 4.08
C -0.61 1.75 2.70
C 0.70 0.98 2.53
C 1.93 1.60 3.14
C 2.11 2.81 3.67
C 1.07 3.87 3.88
C 0.24 3.71 5.19
C 0.79 -2.62 1.40
H -1.44 2.61 6.02
H -2.08 1.25 4.23
H -0.54 2.71 2.16
H -1.34 1.16 2.14
H 0.59 -0.04 2.95
H 0.86 0.82 1.44
H 2.80 0.93 3.08
H 3.10 3.03 4.07
H 0.34 3.99 3.07
H 1.60 4.82 4.01
H 0.91 3.44 6.02
H -0.21 4.68 5.45
H 0.59 -2.19 2.40
H 1.86 -2.67 1.15
H 0.30 -3.62 1.33
P 1.30 -1.41 -0.97
P -1.99 -0.84 -0.87
N 2.68 -0.24 -1.03
N 2.08 -2.67 -2.01
N -2.09 0.90 -1.10
N -3.62 -1.16 -1.32
C 0.33 -0.64 -2.30
C -1.05 -1.31 -2.38
C 3.65 -0.01 -0.06
C 4.63 0.83 -0.58
C 4.27 1.12 -1.92
C 3.10 0.43 -2.18
C 2.39 -3.97 -1.61
C 2.89 -4.68 -2.71
C 2.93 -3.77 -3.82
C 2.47 -2.54 -3.35
C -2.37 1.88 -0.15
C -2.32 3.12 -0.78
C -2.03 2.89 -2.16
C -1.90 1.53 -2.33
C -4.33 -0.47 -2.33
C -5.31 -1.30 -2.83
C -5.23 -2.54 -2.11
C -4.20 -2.43 -1.19
H 0.82 -0.71 -3.27
H 0.23 0.42 -2.01
H -1.60 -1.07 -3.30
H -0.95 -2.41 -2.32
H 3.56 -0.47 0.92
H 5.50 1.20 -0.06
H 4.77 1.75 -2.64
H 2.54 0.39 -3.11
H 2.25 -4.28 -0.58
H 3.18 -5.73 -2.74
H 3.21 -3.98 -4.85
H 2.40 -1.60 -3.87
H -2.67 1.63 0.85
H -2.49 4.07 -0.32
H -1.93 3.61 -2.95
H -1.68 0.96 -3.23
H -4.09 0.56 -2.57
H -5.98 -1.05 -3.64
H -5.85 -3.41 -2.27
H -3.85 -3.11 -0.43
N -2.77 -2.82 1.95
C -1.96 -2.43 1.19

=====

71
Properties=species:S:1:pos:R:3 method="wB97M-V/def2-TZVPD" de_lowest_kcal_mol=60.0 orbital_gap_ev="5.1 / 5.6" largest_force_ev_per_a=4.15 energy_ev=-61452.9918 molar_mass_g_mol=622.28
Sn -0.53 2.61 -0.66
C -1.70 1.94 -3.06
C -1.87 0.61 -2.87
C -0.98 -0.41 -3.49
C 0.54 0.00 -3.48
C 0.96 0.83 -2.33
C 1.06 2.24 -2.17
C 0.54 3.11 -3.34
C -0.71 2.57 -4.03
C 0.33 2.68 1.91
H -2.50 2.63 -2.77
H -2.87 0.21 -2.60
H -1.32 -0.63 -4.53
H -1.08 -1.37 -2.94
H 1.07 -0.97 -3.41
H 0.82 0.39 -4.48
H 1.65 0.23 -1.69
H 2.08 2.53 -1.79
H 1.35 3.22 -4.07
H 0.26 4.11 -3.00
H -1.27 3.44 -4.43
H -0.49 1.94 -4.91
H -0.39 3.12 2.64
H 1.27 3.26 1.94
H 0.59 1.70 2.38
P 1.61 -0.32 1.38
P -1.67 -1.38 1.67
N 3.02 0.55 0.40
N 2.72 -1.53 1.90
N -2.25 0.12 1.10
N -3.05 -2.26 1.98
C 0.65 -1.20 0.08
C -0.52 -2.11 0.48
C 3.36 1.89 0.62
C 4.41 2.28 -0.21
C 4.74 1.13 -1.00
C 3.88 0.10 -0.61
C 3.60 -1.31 2.97
C 4.18 -2.51 3.34
C 3.70 -3.52 2.43
C 2.83 -2.88 1.56
C -2.42 1.29 1.84
C -2.93 2.26 1.01
C -3.20 1.62 -0.26
C -2.80 0.30 -0.16
C -4.06 -2.49 1.03
C -5.07 -3.19 1.64
C -4.70 -3.39 3.01
C -3.48 -2.78 3.21
H 1.35 -1.81 -0.49
H 0.26 -0.42 -0.59
H -1.05 -2.57 -0.38
H -0.18 -2.94 1.13
H 2.87 2.45 1.41
H 4.88 3.26 -0.22
H 5.52 1.10 -1.76
H 3.87 -0.93 -0.95
H 3.65 -0.33 3.41
H 4.88 -2.66 4.16
H 3.95 -4.57 2.45
H 2.22 -3.28 0.76
H -2.27 1.26 2.92
H -3.08 3.31 1.24
H -3.73 2.07 -1.09
H -2.95 -0.56 -0.79
H -3.94 -2.14 0.02
H -5.96 -3.55 1.16
H -5.27 -3.92 3.76
H -2.86 -2.68 4.09
N -0.58 -0.78 4.30
C -0.93 -1.00 3.20

=====

74
Properties=species:S:1:pos:R:3 method="wB97M-V/def2-TZVPD" s2=6.082 orbital_gap_ev="7.1 / 4.9" largest_force_ev_per_a=1.49 total_charge=+4 multiplicity=5 energy_ev=-58404.3077 molar_mass_g_mol=640.12
Pd -1.09 0.43 0.32
C 0.00 -2.05 -6.50
C -0.36 -1.87 -5.09
C -0.31 -2.95 -4.19
C -0.52 -2.80 -2.83
C -0.40 -3.97 -2.01
N 0.12 -4.03 -0.82
C 0.79 -2.94 -0.16
C 1.90 -3.44 0.77
C 2.69 -2.27 1.33
N 3.64 -1.76 0.35
C 4.00 -0.54 0.11
C 3.53 0.71 0.64
C 4.54 1.61 0.95
C 4.30 2.83 1.60
C 5.41 3.69 2.04
C 2.96 3.21 1.77
C 1.90 2.41 1.36
C 0.59 2.99 1.40
N -0.52 2.47 1.03
C -1.67 3.31 0.86
C -1.87 3.56 -0.65
C -2.63 2.46 -1.41
N -1.85 1.28 -1.67
C -1.68 0.84 -2.85
C -1.10 -0.43 -3.25
C -0.79 -0.63 -4.59
C -0.95 -1.51 -2.28
O -1.26 -1.40 -1.08
C 2.13 1.08 0.83
O 1.21 0.29 0.47
H 0.53 -2.98 -6.68
H 0.57 -1.20 -6.88
H -0.90 -2.07 -7.13
H -0.03 -3.93 -4.57
H -0.74 -4.91 -2.44
H 0.12 -4.92 -0.32
H 0.06 -2.36 0.43
H 1.19 -2.28 -0.93
H 2.57 -4.11 0.22
H 1.47 -4.00 1.60
H 3.27 -2.61 2.19
H 2.03 -1.47 1.65
H 4.18 -2.49 -0.10
H 4.86 -0.44 -0.55
H 5.57 1.33 0.76
H 6.36 3.17 2.02
H 5.23 4.11 3.03
H 5.49 4.57 1.39
H 2.75 4.17 2.22
H 0.58 4.04 1.72
H -1.52 4.29 1.34
H -2.55 2.84 1.30
H -0.89 3.72 -1.11
H -2.44 4.49 -0.76
H -3.01 2.89 -2.35
H -3.50 2.15 -0.81
H -2.03 1.45 -3.70
H -0.91 0.18 -5.29
C -2.43 0.45 5.37
C -2.32 -0.83 4.51
C -2.95 -0.63 3.19
N -2.37 -0.25 2.09
N -3.20 -0.09 1.04
C -4.46 -0.38 1.31
N -5.47 -0.35 0.45
S -4.67 -0.83 2.99
H -2.08 0.22 6.37
H -3.46 0.79 5.43
H -1.81 1.24 4.96
H -2.83 -1.64 5.03
H -1.27 -1.09 4.38
H -5.33 -0.16 -0.53
H -6.39 -0.65 0.73

=====

83
Properties=species:S:1:pos:R:3 method="wB97M-V/def2-TZVPD" orbital_gap_ev=3.4 largest_force_ev_per_a=4.28 energy_ev=-77183.7095 molar_mass_g_mol=699.37
C 3.56 -2.93 1.76
C 2.20 -3.71 2.04
O 1.14 -2.76 1.81
B 0.03 -2.95 2.62
O 0.04 -3.31 3.97
O -1.27 -2.68 2.01
C -1.43 -1.28 1.95
O -2.16 -0.77 2.74
C -0.68 -0.51 0.80
C -1.27 -0.59 -0.55
C -2.59 -1.39 -0.69
C -3.80 -0.58 -0.02
C -5.04 -0.39 -0.98
C -6.28 0.01 -0.08
F -5.77 0.75 0.99
F -7.17 0.83 -0.73
C -6.99 -1.26 0.59
F -6.82 -1.25 1.95
F -6.51 -2.45 0.13
F -8.35 -1.14 0.38
C -0.57 0.09 -1.64
C -1.19 -0.06 -3.07
C -0.52 -1.19 -3.93
C -0.56 -2.63 -3.29
C 0.67 -2.95 -2.37
O 0.71 -2.74 -1.18
O 1.79 -3.53 -2.95
N 0.61 0.82 -1.40
P 1.31 1.62 -2.81
O 0.43 2.74 -3.31
C 1.18 0.90 -0.12
C 2.51 1.68 0.16
C 2.22 3.15 0.63
C 1.31 4.02 -0.13
C 1.01 5.40 0.20
C 1.64 5.99 1.39
C 1.32 7.49 1.70
C 2.51 5.13 2.18
C 2.82 3.73 1.84
C 0.56 0.27 1.05
C 1.13 0.38 2.49
C 0.09 0.97 3.55
O 0.78 1.68 4.60
H 3.54 -2.52 0.72
H 3.52 -2.03 2.44
H 4.45 -3.57 1.98
H 2.28 -4.08 3.10
H 2.19 -4.56 1.30
H -0.87 -3.58 4.18
H -2.85 -1.69 -1.73
H -2.46 -2.35 -0.12
H -3.39 0.38 0.38
H -4.14 -1.17 0.88
H -4.83 0.50 -1.63
H -5.25 -1.28 -1.62
H -1.12 0.90 -3.67
H -2.29 -0.28 -3.03
H -1.10 -1.26 -4.89
H 0.54 -0.99 -4.22
H -0.51 -3.36 -4.15
H -1.50 -2.88 -2.73
H 1.44 -3.95 -3.77
H 2.59 2.17 -2.56
H 1.45 0.72 -3.91
H 3.19 1.74 -0.73
H 3.10 1.12 0.94
H 0.83 3.58 -1.03
H 0.33 5.98 -0.46
H 1.99 8.13 1.06
H 1.36 7.75 2.78
H 0.28 7.67 1.29
H 2.95 5.58 3.11
H 3.49 3.12 2.49
H 2.03 1.05 2.58
H 1.47 -0.62 2.90
H -0.34 0.06 4.06
H -0.71 1.58 3.07
H 0.46 1.30 5.43
C 5.46 -3.56 -3.83
O 5.04 -4.40 -4.69
O 4.41 -3.04 -3.09
O 6.60 -3.16 -3.58
H 3.75 -3.57 -3.56

=====

80
Properties=species:S:1:pos:R:3 method="wB97M-V/def2-TZVPD" de_lowest_kcal_mol=11.6 s2=0.777 orbital_gap_ev="6.3 / 5.3" largest_force_ev_per_a=0.77 total_charge=+2 multiplicity=2 energy_ev=-167009.0519 molar_mass_g_mol=945.87
Ir 0.46 1.74 -0.21
C 3.96 -0.51 1.17
C 2.75 0.04 0.50
N 1.74 0.64 1.07
N 1.88 0.90 2.43
C 0.84 1.20 3.23
N 1.13 1.86 4.35
S 0.55 3.41 1.15
C 2.64 -0.07 -0.97
C 3.49 -0.87 -1.72
C 3.31 -0.94 -3.09
C 2.27 -0.22 -3.67
C 1.46 0.56 -2.86
N 1.64 0.65 -1.54
H 3.99 -0.35 2.25
H 4.85 -0.09 0.72
H 3.99 -1.59 1.02
H 2.80 1.20 2.72
H 1.97 2.40 4.44
H 0.37 2.08 4.98
H 4.28 -1.43 -1.25
H 3.95 -1.56 -3.70
H 2.09 -0.25 -4.73
H 0.65 1.14 -3.27
O -5.06 -0.82 -3.53
C -4.39 -1.65 -2.61
C -3.29 -0.87 -1.97
C -2.54 -1.41 -0.93
C -1.50 -0.68 -0.39
N -1.20 0.56 -0.79
C -1.95 1.11 -1.77
C -2.98 0.42 -2.39
C -1.58 2.49 -2.14
C -2.33 3.28 -2.98
C -1.89 4.57 -3.28
C -2.69 5.41 -4.25
O -2.69 4.82 -5.54
C -0.71 5.00 -2.72
C -0.01 4.17 -1.86
N -0.44 2.93 -1.56
H -5.79 -1.30 -3.94
H -3.95 -2.53 -3.11
H -5.07 -2.02 -1.83
H -2.73 -2.41 -0.56
H -0.90 -1.10 0.40
H -3.55 0.86 -3.19
H -3.25 2.91 -3.41
H -2.31 6.44 -4.27
H -3.73 5.44 -3.93
H -1.88 5.06 -6.00
H -0.32 5.99 -2.92
H 0.90 4.48 -1.37
C -2.74 -1.32 3.76
Ge -1.19 -0.46 4.55
C -1.66 0.77 5.98
C 0.21 -1.71 5.07
C -0.49 0.65 3.01
H -3.31 -1.85 4.52
H -2.44 -2.04 3.00
H -3.40 -0.58 3.30
H -2.42 0.32 6.61
H -2.07 1.70 5.58
H -0.81 1.00 6.62
H -0.06 -2.19 6.01
H 1.16 -1.20 5.21
H 0.33 -2.48 4.31
H -1.20 1.47 2.88
H -0.49 0.05 2.12
C 2.07 -4.35 2.20
S 3.60 -4.46 1.26
C 3.15 -4.49 -0.41
C 2.10 -3.85 -1.09
S 0.97 -2.78 -0.48
S 2.09 -4.15 -2.81
C 3.55 -5.08 -2.94
S 4.18 -5.64 -4.32
S 4.26 -5.39 -1.37
H 2.37 -4.65 3.21
H 1.33 -5.04 1.82
H 1.67 -3.34 2.21

=====

68
Properties=species:S:1:pos:R:3 method="wB97M-V/def2-TZVPD" de_lowest_kcal_mol=2.0 orbital_gap_ev=8.4 largest_force_ev_per_a=0.71 total_charge=+1 smiles=COc1cc(OC)c(OC)cc1CC[C@H](C)[NH2+]CCC(c1ccccc1)c1ccccc1 energy_ev=-37247.0030 molar_mass_g_mol=434.60
C 0.39 2.11 -1.44
O 0.85 0.83 -1.04
C 2.21 0.68 -0.76
C 3.07 1.76 -0.55
C 4.40 1.55 -0.25
O 5.31 2.52 -0.03
C 4.92 3.87 -0.16
C 4.89 0.22 -0.14
O 6.21 0.11 0.16
C 6.78 -1.17 0.21
C 4.02 -0.83 -0.36
C 2.68 -0.63 -0.67
C 1.78 -1.81 -0.91
C 1.32 -2.48 0.40
C 0.70 -1.54 1.43
C 0.20 -2.32 2.63
N -0.40 -0.78 0.76
C -1.19 0.18 1.57
C -2.54 -0.39 2.00
C -3.59 -0.45 0.88
C -3.01 -1.16 -0.33
C -2.57 -0.46 -1.45
C -1.98 -1.13 -2.51
C -1.81 -2.50 -2.47
C -2.26 -3.21 -1.36
C -2.85 -2.55 -0.30
C -4.22 0.88 0.50
C -5.23 0.85 -0.46
C -5.86 2.01 -0.86
C -5.49 3.23 -0.31
C -4.50 3.26 0.65
C -3.86 2.10 1.05
H -0.64 1.96 -1.78
H 0.98 2.50 -2.27
H 0.40 2.82 -0.61
H 2.69 2.76 -0.64
H 4.15 4.14 0.57
H 5.81 4.45 0.03
H 4.55 4.08 -1.17
H 7.84 -1.01 0.43
H 6.69 -1.70 -0.74
H 6.34 -1.78 1.01
H 4.38 -1.85 -0.30
H 2.33 -2.56 -1.48
H 0.92 -1.51 -1.51
H 2.19 -2.96 0.87
H 0.61 -3.27 0.16
H 1.45 -0.80 1.74
H 1.03 -2.86 3.07
H -0.21 -1.67 3.40
H -0.56 -3.04 2.33
H -1.07 -1.46 0.34
H 0.04 -0.25 -0.03
H -0.60 0.47 2.44
H -1.36 1.07 0.96
H -2.94 0.21 2.82
H -2.40 -1.40 2.40
H -4.41 -1.08 1.26
H -2.72 0.61 -1.50
H -1.66 -0.57 -3.38
H -1.36 -3.02 -3.30
H -2.16 -4.29 -1.34
H -3.22 -3.11 0.54
H -5.53 -0.10 -0.89
H -6.65 1.97 -1.60
H -5.98 4.14 -0.62
H -4.21 4.20 1.09
H -3.11 2.17 1.82